# 1
C16H31FeN5O8P2 | the ωB97M-V functional and the def2-TZVPD basis

The calculation puts the total energy at -3450.66380 a.u. As for the highest occupied orbital energy (spin up / spin down): -7.55 / -7.09 eV. For the LUMO energy (spin up / spin down), the calculation gives -0.08 / -0.12 eV. As for the HOMO-LUMO gap (spin up / spin down): 0.274 / 0.256 Eh.

Structure (ORCA input):
```
! RIJCOSX wB97M-V def2-TZVPD def2/J DEFGRID3
* xyz 0 5
Fe 0.230 0.154 0.595
P 0.397 -3.260 0.377
P -2.068 -2.335 -0.733
O -0.881 2.573 -2.628
O 0.910 -1.954 -0.074
O -1.107 -3.525 -0.179
O 0.184 1.074 -1.319
O -1.019 -0.100 2.713
O -2.774 0.718 3.845
O -1.755 -1.018 -0.143
O 1.922 0.346 1.302
N 1.329 -4.482 -0.180
N -1.461 1.545 0.675
N -1.929 -2.324 -2.365
N 0.226 -3.507 1.989
N -3.542 -2.926 -0.338
C -3.534 2.271 1.595
C -1.700 2.189 -0.454
C -1.968 0.644 2.780
C -2.861 2.948 -0.608
C -2.356 1.558 1.658
C -3.865 -4.306 -0.035
C 1.003 -5.862 0.132
C -1.055 -3.466 2.682
C -4.641 -1.988 -0.169
C 2.047 -4.307 -1.438
C -0.824 -1.581 -2.979
C 3.133 0.214 0.639
C 1.339 -2.976 2.784
C -3.774 2.996 0.425
C -0.692 1.947 -1.592
C -2.292 -3.523 -3.103
H -2.991 -4.942 -0.141
H -5.467 -2.237 -0.840
H 1.498 -4.760 -2.272
H -1.829 -3.938 2.081
H 2.270 -3.056 2.224
H -5.007 -2.019 0.862
H 1.434 -3.562 3.700
H 3.947 0.662 1.226
H 0.374 -6.309 -0.646
H 0.045 -2.232 -3.129
H -0.959 -4.028 3.613
H -4.645 -4.675 -0.709
H -3.007 3.461 -1.548
H 0.484 -5.921 1.087
H -2.433 0.101 4.509
H -4.236 2.257 2.415
H -1.356 -2.444 2.919
H 1.187 -1.921 3.027
H 3.024 -4.789 -1.368
H 3.133 0.703 -0.345
H -4.684 3.574 0.327
H 1.922 -6.447 0.206
H -4.308 -0.975 -0.385
H 3.395 -0.843 0.470
H -3.203 -3.965 -2.702
H -1.493 -4.275 -3.084
H 2.194 -3.249 -1.635
H -1.154 -1.207 -3.949
H -4.237 -4.396 0.991
H -2.481 -3.254 -4.143
H -0.526 -0.738 -2.362
*
```

Computed Löwdin charges, given in elementary charges: Fe 0.80; P 0.48; P 0.49; O 0.04; O -0.26; O -0.26; O -0.08; O 0.08; O 0.14; O -0.25; O -0.41; N -0.29; N 0.11; N -0.28; N -0.28; N -0.30; C 0.01; C -0.14; C -0.43; C 0.03; C -0.18; C -0.11; C -0.10; C -0.08; C -0.09; C -0.09; C -0.07; C -0.27; C -0.08; C -0.03; C -0.61; C -0.10; H 0.07; H 0.09; H 0.08; H 0.07; H 0.09; H 0.09; H 0.09; H 0.06; H 0.08; H 0.08; H 0.09; H 0.09; H 0.12; H 0.08; H 0.14; H 0.12; H 0.07; H 0.08; H 0.09; H 0.07; H 0.11; H 0.09; H 0.08; H 0.05; H 0.07; H 0.08; H 0.08; H 0.09; H 0.09; H 0.09; H 0.06


# 2
C22H14BrCl5N2O2Sr | the ωB97M-V functional and the def2-TZVPD basis

The calculation puts the total energy at -6012.42584 a.u. As for the highest occupied orbital energy: -8.26 eV. For the LUMO energy, the calculation gives -0.67 eV. As for the HOMO-LUMO gap: 0.279 Eh.

Structure (ORCA input):
```
! RIJCOSX wB97M-V def2-TZVPD def2/J DEFGRID3
* xyz 0 1
Sr 0.282 -1.066 0.456
Br -1.103 0.716 -2.295
Cl -2.842 -2.158 5.651
Cl -5.584 -2.476 4.189
Cl -0.240 -1.644 3.981
Cl -5.720 -2.271 1.074
Cl -3.104 -1.684 -0.561
O 1.618 -0.031 1.691
O 1.526 4.008 3.125
N -0.221 1.738 0.505
N 0.285 1.915 1.756
C 1.633 1.302 1.964
C -1.787 -1.785 3.167
C 2.050 1.657 3.383
C 2.988 0.940 5.497
C -2.028 1.839 -1.060
C -5.468 5.209 0.791
C -3.125 2.454 -1.483
C -6.076 4.299 -0.064
C -4.212 -2.073 1.893
C -2.926 -2.030 3.931
C -3.311 4.350 0.159
C -4.084 5.237 0.896
C 2.435 3.257 5.154
C -3.034 -1.813 1.198
C 2.930 2.249 5.964
C -5.304 3.416 -0.801
C -1.463 1.923 0.292
C -4.152 -2.173 3.282
C 1.996 2.965 3.869
C -3.914 3.417 -0.686
C -1.798 -1.651 1.788
C 2.550 0.660 4.212
H -2.229 4.403 0.219
H -0.361 1.808 2.534
H 2.379 4.284 5.497
H -5.782 2.703 -1.465
H -6.071 5.900 1.368
H 1.090 3.647 2.337
H -3.601 5.955 1.548
H 3.267 2.487 6.966
H 3.375 0.148 6.126
H 2.276 1.846 1.261
H -2.152 2.188 1.093
H 2.595 -0.345 3.813
H -3.490 2.232 -2.479
H -7.155 4.279 -0.160
*
```

Computed Löwdin charges, given in elementary charges: Sr 1.43; Br 0.74; Cl 0.67; Cl 0.68; Cl 0.67; Cl 0.66; Cl 0.60; O -0.54; O 0.05; N -0.03; N -0.03; C -0.45; C -0.72; C -0.11; C -0.09; C -0.63; C -0.08; C -0.10; C -0.08; C -0.71; C -0.71; C -0.05; C -0.07; C -0.02; C -0.72; C -0.09; C -0.03; C -0.21; C -0.71; C -0.28; C -0.22; C -0.34; C -0.05; H 0.11; H 0.15; H 0.12; H 0.12; H 0.10; H 0.07; H 0.11; H 0.10; H 0.10; H 0.15; H 0.14; H 0.10; H 0.11; H 0.11


# 3
C6H12O | the ωB97M-V functional and the def2-TZVPD basis

The calculation puts the energy above the lowest of the compared OMol25 structures with the same formula, charge and spin at 109.8 kJ/mol. The calculation puts the total energy at -310.67546 a.u. As for the highest occupied orbital energy (spin up / spin down): -13.92 / -13.92 eV. For the LUMO energy (spin up / spin down), the calculation gives -5.16 / -7.65 eV. As for the HOMO-LUMO gap (spin up / spin down): 0.322 / 0.231 Eh.

Structure (ORCA input):
```
! RIJCOSX wB97M-V def2-TZVPD def2/J DEFGRID3
* xyz 1 2
O -3.287 3.448 3.601
C 1.179 0.092 -0.260
C 0.368 -0.955 -0.677
C 2.561 0.240 -0.775
C -0.993 -1.155 -0.172
C 0.780 -2.020 -1.672
C -1.470 -0.318 0.821
H 1.826 -2.240 -1.874
H 3.241 0.619 -0.034
H 0.848 1.034 0.206
H 2.292 0.976 -1.565
H -0.842 0.144 1.571
H -1.630 -1.725 -0.844
H 3.035 -0.610 -1.279
H 0.172 -2.917 -1.524
H 0.291 -1.568 -2.579
H -3.350 4.102 2.890
H -2.555 -0.173 0.835
H -2.466 3.026 3.331
*
```

Computed Löwdin charges, given in elementary charges: O -0.06; C 0.01; C -0.20; C -0.03; C -0.04; C -0.01; C 0.16; H 0.09; H 0.10; H 0.14; H 0.14; H 0.09; H 0.13; H 0.09; H 0.10; H 0.14; H 0.04; H 0.10; H 0.02


# 4
C2H3NO3 | the ωB97M-V functional and the def2-TZVPD basis

The calculation puts the energy above the lowest of the compared OMol25 structures with the same formula, charge and spin at 25.4 kJ/mol. The calculation puts the total energy at -358.38388 a.u. As for the highest occupied orbital energy (spin up / spin down): -8.30 / -12.48 eV. For the LUMO energy (spin up / spin down), the calculation gives 0.42 / -0.87 eV. As for the HOMO-LUMO gap (spin up / spin down): 0.320 / 0.427 Eh.

Structure (ORCA input):
```
! RIJCOSX wB97M-V def2-TZVPD def2/J DEFGRID3
* xyz 0 3
O -0.142 1.213 -1.390
O 4.236 -0.511 -0.345
O 3.421 0.519 1.516
N -0.657 1.446 -0.307
C 3.877 0.022 0.608
C 0.170 1.759 0.843
H 0.401 0.878 1.419
H -0.410 2.546 1.300
H 1.188 2.006 0.680
*
```

Computed Löwdin charges, given in elementary charges: O 0.00; O 0.22; O 0.23; N -0.12; C -0.44; C -0.09; H 0.07; H 0.08; H 0.05


# 5
C2H5F2P | the ωB97M-V functional and the def2-TZVPD basis

The calculation puts the energy above the lowest of the compared OMol25 structures with the same formula, charge and spin at 109.8 kJ/mol. The calculation puts the total energy at -620.23121 a.u. As for the highest occupied orbital energy: -10.22 eV. For the LUMO energy, the calculation gives 0.87 eV. As for the HOMO-LUMO gap: 0.408 Eh.

Structure (ORCA input):
```
! RIJCOSX wB97M-V def2-TZVPD def2/J DEFGRID3
* xyz 0 1
P -1.235 0.607 1.233
F -1.352 -0.643 -1.146
F 0.088 1.009 -1.127
C -0.332 -0.101 -0.423
C 0.898 -0.930 -0.126
H -1.593 1.626 0.403
H -0.057 1.572 1.347
H 1.329 -1.330 -1.160
H 1.607 -0.076 0.366
H 0.647 -1.734 0.634
*
```

Computed Löwdin charges, given in elementary charges: P 0.85; F 0.00; F -0.05; C -0.83; C -0.08; H -0.15; H -0.06; H 0.12; H 0.12; H 0.09


# 6
C2H9N2OP | the ωB97M-V functional and the def2-TZVPD basis

The calculation puts the energy above the lowest of the compared OMol25 structures with the same formula, charge and spin at 259.7 kJ/mol. The calculation puts the total energy at -607.63757 a.u. As for the highest occupied orbital energy: -8.17 eV. For the LUMO energy, the calculation gives 0.29 eV. As for the HOMO-LUMO gap: 0.311 Eh.

Structure (ORCA input):
```
! RIJCOSX wB97M-V def2-TZVPD def2/J DEFGRID3
* xyz 0 1
P 1.644 0.498 -0.630
O -0.486 0.662 0.359
N 2.587 1.380 0.402
N 2.010 -0.914 0.143
C -2.506 -0.175 -0.900
C -1.334 -0.307 0.206
H -1.877 -0.448 1.169
H 3.032 2.239 0.098
H 2.271 1.433 1.432
H -2.063 -0.026 -1.824
H -3.080 0.641 -0.601
H -3.210 -1.058 -0.952
H -0.681 -1.325 -0.080
H 1.248 -1.712 0.147
H 2.446 -0.888 1.031
*
```

Computed Löwdin charges, given in elementary charges: P 0.90; O -0.36; N -0.25; N -0.24; C -0.08; C -0.53; H 0.10; H 0.03; H 0.10; H 0.02; H 0.03; H 0.08; H 0.10; H 0.08; H 0.02


# 7
C3H5O3 | the ωB97M-V functional and the def2-TZVPD basis

The calculation puts the energy above the lowest of the compared OMol25 structures with the same formula, charge and spin at 131.6 kJ/mol. The calculation puts the total energy at -342.65728 a.u. As for the highest occupied orbital energy: -16.01 eV. For the LUMO energy, the calculation gives -4.90 eV. As for the HOMO-LUMO gap: 0.408 Eh.

Structure (ORCA input):
```
! RIJCOSX wB97M-V def2-TZVPD def2/J DEFGRID3
* xyz 1 1
O -0.569 -0.212 -0.119
O 1.708 -0.276 -0.489
O 1.986 1.894 -1.111
C -0.044 1.177 -0.010
C 0.692 -1.012 0.128
C 1.371 1.033 -0.606
H -1.070 -0.292 -1.012
H -0.868 1.790 -0.535
H 1.053 -1.130 1.210
H 0.471 -2.090 -0.403
H 0.110 1.635 1.073
*
```

Computed Löwdin charges, given in elementary charges: O 0.04; O 0.09; O 0.24; C 0.05; C -0.03; C -0.45; H 0.26; H 0.19; H 0.19; H 0.22; H 0.21


# 8
C4H8O2 | the ωB97M-V functional and the def2-TZVPD basis

The calculation puts the energy above the lowest of the compared OMol25 structures with the same formula, charge and spin at 238.4 kJ/mol. The calculation puts the total energy at -307.62164 a.u. As for the highest occupied orbital energy: -9.90 eV. For the LUMO energy, the calculation gives 0.94 eV. As for the HOMO-LUMO gap: 0.398 Eh.

Structure (ORCA input):
```
! RIJCOSX wB97M-V def2-TZVPD def2/J DEFGRID3
* xyz 0 1
O -0.007 -0.916 1.196
O -1.162 0.642 -1.420
C -1.331 -0.517 0.803
C 1.415 0.740 0.102
C -0.918 -0.505 -0.656
C 0.555 -0.547 -0.071
H 1.195 -1.323 -0.513
H 2.001 1.042 -0.780
H -1.592 0.488 1.165
H -2.088 -1.239 1.116
H 0.832 1.607 0.432
H -0.223 0.834 -1.395
H 2.152 0.544 0.897
H -1.189 -1.410 -1.214
*
```

Computed Löwdin charges, given in elementary charges: O -0.09; O 0.00; C -0.12; C -0.04; C -0.30; C -0.30; H 0.14; H 0.08; H 0.13; H 0.12; H 0.09; H 0.06; H 0.09; H 0.15


| no. | maximum force (eV/A) |
| --- | --- |
| 1 | 0.55 |
| 2 | 1.79 |
| 3 | 3.03 |
| 4 | 3.48 |
| 5 | 3.11 |
| 6 | 5.02 |
| 7 | 3.84 |
| 8 | 2.19 |